# 1
12
Properties=species:S:1:pos:R:3:mulliken_charge:R:1 method="wB97M-V/def2-TZVPD" energy_ev=-8783.730 total_charge=+1 spin_multiplicity=1 orbital_gap_ha="0.3114 / 0.3115"
C -1.3791 0.3217 -0.2083 0.165
C -0.3861 1.2375 -0.0231 -0.414
C 1.3044 -0.2148 0.0112 0.092
N -1.3819 -0.9783 0.1776 -0.487
O 0.8863 0.8805 0.3899 -0.270
O 2.5074 -0.6624 -0.0401 -0.394
H -2.1406 0.9316 -0.7658 0.302
H -0.4514 2.2392 -0.1532 0.500
H 0.5868 -0.8756 -0.5246 0.616
H -0.7324 -1.2900 0.8786 0.244
H -2.0867 -1.5726 -0.1166 0.177
H 3.2734 -0.0170 0.3742 0.469

***

# 2
17
Properties=species:S:1:pos:R:3:mulliken_charge:R:1 method="wB97M-V/def2-TZVPD" s2=2.012 energy_ev=-273429.818 total_charge=-1 spin_multiplicity=3 orbital_gap_ha="0.2589 / 0.2232"
Pt 1.2504 -0.1532 0.6545 0.552
Se 3.4625 0.7784 0.6778 -0.085
Se 5.0200 -0.6428 1.4243 -0.405
Se 0.2300 -3.7405 1.2479 -0.519
Se 1.9639 -2.3007 1.4149 -0.006
N -0.7712 -0.7660 0.5583 -0.551
C -1.7003 0.1431 -0.1416 -0.459
C -1.0324 0.7956 -1.3434 -0.825
C -0.1504 1.9741 -0.9215 0.715
O -0.3396 3.0690 -1.4299 -0.693
O 0.7294 1.7460 -0.0008 -0.643
H -0.7606 -1.6965 0.1357 0.276
H -1.0797 -0.9382 1.5106 0.324
H -2.0160 0.9124 0.5643 0.330
H -2.5907 -0.4119 -0.4485 0.370
H -1.7856 1.1787 -2.0295 0.265
H -0.4298 0.0525 -1.8732 0.355

***

# 3
13
Properties=species:S:1:pos:R:3:mulliken_charge:R:1 method="wB97M-V/def2-TZVPD" smiles="O=CN([O-])CCS" energy_ev=-19627.259 total_charge=-1 spin_multiplicity=1 orbital_gap_ha=0.2195
O -1.1213 -0.7460 1.8523 -0.806
C -1.4273 0.4364 1.4464 -0.123
N -1.0218 0.8813 0.2886 0.464
O -1.3757 2.0890 -0.0808 -0.861
C -0.2386 0.1463 -0.6940 -0.921
C 1.1440 -0.1743 -0.3667 -0.520
S 1.3060 -1.7679 0.5398 -0.345
H -1.7485 1.0330 2.2389 0.482
H -0.2598 0.7428 -1.5760 0.366
H -0.8557 -0.7446 -0.8670 0.400
H 1.8563 -0.3865 -1.2128 0.290
H 1.5006 0.6831 0.1996 0.343
H 0.3106 -1.5153 1.4198 0.232

***

# 4
16
Properties=species:S:1:pos:R:3:mulliken_charge:R:1 method="wB97M-V/def2-TZVPD" s2=2.007 energy_ev=-41797.455 spin_multiplicity=3 orbital_gap_ha="0.1975 / 0.1995"
C 1.4774 -0.6151 -0.2012 0.563
C -0.3832 0.6799 -1.0867 -0.520
C 0.8339 1.6224 -1.1386 -0.482
N 0.1074 -0.3883 -0.1761 0.000
O 2.0189 -1.5746 0.2605 -0.651
O -0.2734 -2.2481 1.5983 -0.587
O -2.2288 -0.9680 0.6433 -0.477
P -0.7577 -0.7643 1.2069 0.518
S -0.7562 0.7756 2.4119 -0.356
S 2.2936 0.5092 -1.2294 -0.104
H -1.3361 1.0492 -0.5291 0.394
H -0.4030 0.1754 -2.1249 0.237
H 0.7742 2.5139 -1.8723 0.348
H 0.8153 2.1265 -0.1443 0.296
H 0.6289 -2.5117 1.1675 0.460
H -2.8111 -0.3819 1.2144 0.363

***

# 5
17
Properties=species:S:1:pos:R:3:mulliken_charge:R:1 method="wB97M-V/def2-TZVPD" energy_ev=-36603.692 total_charge=-1 spin_multiplicity=1 orbital_gap_ha="0.2685 / 0.2673"
C 0.5053 2.0065 -0.2131 0.612
C -2.7416 -1.1802 -0.4432 -1.033
C 1.1153 0.0001 -1.2905 -0.340
N -0.4410 1.5236 0.6407 -0.179
O 2.9046 -0.7838 0.9524 -0.520
O 0.8152 3.2298 -0.2420 -0.718
O 0.3570 -0.9712 1.2292 -0.689
O 1.6876 -2.4487 -0.2973 -0.598
O 1.3630 1.2409 -0.8405 -0.215
S -0.6122 -0.6295 -1.5999 -0.113
S 1.4397 -1.1339 0.2363 1.077
H -3.1173 -1.9002 -1.1250 0.367
H -2.8608 -0.1745 -0.3690 0.377
H -2.2192 -1.6789 0.3795 0.217
H -0.9922 2.2287 1.0626 0.217
H -0.4141 0.5345 0.8843 0.201
H 3.2106 0.1369 1.0355 0.338

***

# 6
12
Properties=species:S:1:pos:R:3:mulliken_charge:R:1 method="wB97M-V/def2-TZVPD" energy_ev=-16032.472 spin_multiplicity=1 orbital_gap_ha=0.3581
C -1.5079 -0.7586 -0.3213 0.292
C 1.7795 -0.2468 0.3724 -0.852
C -2.1707 0.1130 0.4242 -0.326
N -0.4967 -0.9603 -1.0371 -0.573
O -0.4319 1.4662 -0.2280 -0.573
P 0.4383 0.4000 -0.7268 0.597
H 1.4452 -0.9683 1.2284 0.277
H 2.3861 0.5689 0.8135 0.308
H 2.4950 -0.7745 -0.2927 0.300
H -3.2687 0.4618 0.2088 0.248
H -1.8759 -0.0426 1.4390 0.240
H 1.2075 0.7413 -1.8804 0.062

***

# 7
12
Properties=species:S:1:pos:R:3:mulliken_charge:R:1 method="wB97M-V/def2-TZVPD" smiles="N[C@@H](C=O)C[S-]" energy_ev=-17581.617 total_charge=-1 spin_multiplicity=1 orbital_gap_ha=0.2546
N 0.6945 -1.2030 -0.7157 -0.711
C -0.3692 -0.2702 -0.2923 0.108
C -0.7110 -0.4908 1.1893 0.076
O -0.2574 -1.4009 1.8357 -0.583
C 0.0113 1.1955 -0.5191 -0.908
S 0.9491 1.7559 0.9813 -0.625
H 1.1419 -1.6103 0.1010 0.296
H 1.4599 -0.6681 -1.0880 0.253
H -1.2154 -0.5629 -0.9442 0.161
H -1.5583 0.1583 1.4953 0.327
H 0.7294 1.2915 -1.3263 0.318
H -0.8749 1.8048 -0.7172 0.286

***

# 8
11
Properties=species:S:1:pos:R:3:mulliken_charge:R:1 method="wB97M-V/def2-TZVPD" smiles="C=CN=[PH]=C" energy_ev=-13984.273 spin_multiplicity=1 orbital_gap_ha=0.2966
C -1.9019 0.5044 0.1879 -0.803
C -1.4783 -0.7039 -0.1707 0.275
N -0.2276 -1.2357 -0.0967 -0.483
P 1.1833 -0.6244 0.1740 0.369
C 2.0621 0.7521 -0.2127 -0.685
H -2.9423 0.7657 0.1235 0.241
H -1.2255 1.2545 0.5687 0.151
H -2.1939 -1.4356 -0.5367 0.302
H 2.0167 -1.7215 0.2536 0.073
H 3.1155 0.7291 -0.0126 0.280
H 1.5919 1.7152 -0.2783 0.278

***

# 9
11
Properties=species:S:1:pos:R:3:mulliken_charge:R:1 method="wB97M-V/def2-TZVPD" energy_ev=-15524.436 total_charge=+1 spin_multiplicity=1 orbital_gap_ha=0.3060
C 0.2862 0.9958 0.1545 -0.597
C -0.0143 -1.3032 0.4636 -0.449
C 0.0481 0.4981 -1.2865 0.048
N -0.3360 -0.0324 0.9158 -0.152
S -0.2007 -1.1419 -1.4106 0.155
H 1.3344 1.2021 0.3119 0.288
H -0.1807 2.1443 0.1597 0.363
H 1.0856 -1.6490 0.6138 0.307
H -0.9160 -1.9704 0.8633 0.398
H 0.0278 1.0700 -2.1653 0.396
H -1.1345 0.1867 1.3798 0.244

***

# 10
12
Properties=species:S:1:pos:R:3:mulliken_charge:R:1 method="wB97M-V/def2-TZVPD" smiles="S[C@H]1[NH2+]C=CS1" energy_ev=-26360.211 total_charge=+1 spin_multiplicity=1 orbital_gap_ha=0.3658
S -2.4308 -0.2675 -0.1944 -0.139
C -0.8481 0.1090 0.7030 -0.242
N 0.2198 -0.9734 0.1887 -0.168
C 1.3500 -0.2905 -0.4106 -0.378
C 1.2794 1.0005 -0.4193 -0.197
S -0.1104 1.7724 0.4059 0.002
H -2.6491 1.0536 -0.2254 0.223
H -1.0057 -0.0132 1.7316 0.425
H -0.0886 -1.3903 -0.6236 0.378
H 0.3297 -1.6599 0.9379 0.331
H 2.0257 -0.9152 -1.0142 0.407
H 1.9281 1.5745 -1.0798 0.356

***

# 11
10
Properties=species:S:1:pos:R:3:mulliken_charge:R:1 method="wB97M-V/def2-TZVPD" smiles=C#CC.O energy_ev=-5253.126 spin_multiplicity=1 orbital_gap_ha=0.3814
C 0.4256 -1.2648 0.0417 -0.127
C -0.1955 -0.3132 -0.4160 -0.104
C -1.2732 0.5202 -0.9308 -0.981
H 1.0307 -2.1336 0.0140 0.375
H -0.8581 1.4397 -1.3471 0.297
H -1.8429 0.0110 -1.7099 0.267
H -1.9563 0.8026 -0.1285 0.269
O 1.8385 0.0485 1.5977 -0.682
H 1.3805 0.6464 2.1992 0.310
H 1.4507 0.2433 0.6797 0.376

***

# 12
10
Properties=species:S:1:pos:R:3:mulliken_charge:R:1 method="wB97M-V/def2-TZVPD" smiles=C#C.CO energy_ev=-5252.148 spin_multiplicity=1 orbital_gap_ha=0.4057
C -3.3382 0.4874 -0.1855 -0.353
C -4.0515 -0.5020 -0.1210 -0.363
H -2.5240 1.1812 -0.2118 0.342
H -4.7026 -1.3488 -0.0559 0.375
C 2.2517 0.2279 0.0362 -0.505
O 3.4221 -0.2973 -0.3831 -0.452
H 2.1383 1.3759 -0.1513 0.193
H 1.2293 -0.1246 -0.3973 0.189
H 2.1273 0.0237 1.1297 0.215
H 3.4477 -1.0233 0.3400 0.361

***

# 13
10
Properties=species:S:1:pos:R:3:mulliken_charge:R:1 method="wB97M-V/def2-TZVPD" smiles="CCC=O" energy_ev=-5254.990 spin_multiplicity=1 orbital_gap_ha=0.3981
C -0.9521 -0.3112 0.5094 -1.065
C 0.3959 0.5115 0.3618 -0.256
C 0.9202 -0.1173 -0.8725 -0.008
O 1.9051 -0.8091 -0.9326 -0.483
H -1.5575 -0.4923 -0.4152 0.324
H -0.8091 -1.3134 0.9235 0.309
H -1.6076 0.2451 1.1608 0.309
H 1.2145 0.4669 1.1167 0.268
H 0.1687 1.5786 0.2222 0.254
H 0.2380 0.0086 -1.7291 0.348

***

# 14
11
Properties=species:S:1:pos:R:3:mulliken_charge:R:1 method="wB97M-V/def2-TZVPD" energy_ev=-7299.504 spin_multiplicity=1 orbital_gap_ha=0.3428
O -1.3847 0.5213 -0.8777 -0.496
C -1.0577 -0.2556 0.2594 -0.367
C 0.4086 -0.6246 0.1293 -0.439
C 1.1638 0.6425 0.1766 -0.524
O 2.4360 0.5647 -0.1890 -0.259
H -2.2738 0.8744 -0.7565 0.297
H -1.6750 -1.1612 0.3132 0.324
H -1.1892 0.3212 1.1878 0.293
H 0.6023 -1.1066 -0.8372 0.263
H 0.7357 -1.3057 0.9243 0.313
H 2.2338 1.5295 -0.3302 0.595

***

# 15
11
Properties=species:S:1:pos:R:3:mulliken_charge:R:1 method="wB97M-V/def2-TZVPD" smiles=O[C@@H]1C[C@@H]1O energy_ev=-7301.642 spin_multiplicity=1 orbital_gap_ha=0.3757
O 0.0262 -1.5745 0.5566 -0.554
C -0.3384 -0.1895 0.6934 -0.050
C -0.9211 0.4470 -0.5335 -0.546
C 0.4841 0.7742 -0.1200 -0.059
O 1.5230 0.1834 -0.9187 -0.547
H 0.6808 -1.8220 1.2342 0.317
H -0.7107 0.1481 1.6550 0.317
H -1.0716 -0.1716 -1.4097 0.205
H -1.6771 1.2109 -0.3980 0.234
H 0.6685 1.7590 0.2952 0.341
H 1.3363 -0.7651 -1.0545 0.342

***

# 16
11
Properties=species:S:1:pos:R:3:mulliken_charge:R:1 method="wB97M-V/def2-TZVPD" energy_ev=-7297.743 spin_multiplicity=1 orbital_gap_ha="0.3569 / 0.2919"
C -0.2308 -0.1526 0.5135 0.233
C 1.1291 0.1330 0.8564 -0.009
C -0.5548 -0.8857 -0.7195 -1.209
O 0.5506 -0.8761 1.5031 -0.321
O 0.6242 2.1167 2.1928 -0.664
H -1.0650 0.2451 1.0470 0.453
H 2.1705 0.4293 0.4695 0.297
H -1.1349 -1.7780 -0.5242 0.283
H 0.4062 -1.1654 -1.0641 0.343
H -1.0677 -0.2885 -1.4178 0.332
H -0.0683 2.3280 1.6087 0.264

***

# 17
11
Properties=species:S:1:pos:R:3:mulliken_charge:R:1 method="wB97M-V/def2-TZVPD" smiles="CC=O.C=O" energy_ev=-7301.008 spin_multiplicity=1 orbital_gap_ha=0.3893
C -1.9618 0.5857 -0.0591 -0.897
C -0.6947 -0.3219 -0.2173 0.256
O -0.0149 -0.8438 0.6285 -0.473
H -1.9171 0.8863 1.0062 0.245
H -1.9199 1.5428 -0.6357 0.294
H -2.6519 -0.2160 -0.4035 0.283
H -0.5290 -0.7931 -1.2351 0.290
C 2.4280 -0.2415 0.2227 -0.082
O 1.8011 0.7612 0.4581 -0.384
H 3.5102 -0.2567 0.5439 0.270
H 1.9500 -1.1030 -0.3088 0.197

***

# 18
11
Properties=species:S:1:pos:R:3:mulliken_charge:R:1 method="wB97M-V/def2-TZVPD" energy_ev=-7301.110 spin_multiplicity=1 orbital_gap_ha=0.4109
C -1.8768 0.0602 0.0293 -0.550
C 0.4849 0.3509 -0.1235 0.616
C 1.8102 -0.3813 0.0070 -0.714
H -2.0361 0.9840 -0.6324 0.271
H -2.6227 -0.6966 -0.2955 0.237
H -2.0218 0.3935 1.1594 0.239
H 2.6286 0.3089 -0.7055 0.253
H 2.0853 -0.4710 1.3302 0.230
H 1.6473 -1.6069 -0.4720 0.236
O -0.5581 -0.4868 -0.2158 -0.302
O 0.4594 1.5451 -0.0812 -0.515

***

# 19
11
Properties=species:S:1:pos:R:3:mulliken_charge:R:1 method="wB97M-V/def2-TZVPD" smiles="O=CO.C=C" energy_ev=-7301.565 spin_multiplicity=1 orbital_gap_ha=0.4069
O 3.8142 -0.2689 -0.4702 -0.385
C 2.7271 0.1514 -0.2613 0.192
O 2.1932 1.2470 -0.8823 -0.434
H 2.0907 -0.2259 0.5607 0.294
H 1.4770 0.9238 -1.4529 0.329
C -2.1007 -0.9506 0.2879 -0.465
C -2.0172 0.3300 0.6103 -0.488
H -1.8235 -1.8837 0.7638 0.268
H -2.6531 -1.1089 -0.6296 0.201
H -1.6038 0.6541 1.5705 0.239
H -2.1038 1.1318 -0.0968 0.250

***

# 20
11
Properties=species:S:1:pos:R:3:mulliken_charge:R:1 method="wB97M-V/def2-TZVPD" smiles=OC[C@H]1CO1 energy_ev=-7301.489 spin_multiplicity=1 orbital_gap_ha=0.4187
O -1.6694 -0.4128 -0.3213 -0.532
C -0.9517 0.7474 0.0302 -0.406
C 0.5423 0.4644 0.0748 0.007
C 1.0506 -0.8519 0.4177 -0.330
O 1.0052 -0.4620 -0.9440 -0.454
H -1.1995 -0.7931 -1.0806 0.326
H -1.1313 1.5655 -0.6830 0.238
H -1.3183 1.0730 1.0100 0.273
H 1.2922 1.2267 -0.0456 0.389
H 0.3297 -1.6270 0.6531 0.212
H 2.0372 -0.9619 0.8534 0.276